No. 1
A molecular structure, C16H37NSi4TeY at a distorted geometry, computed with ωB97M-V/def2-TZVPD.

The geometry in XYZ format:
```
60
Properties=species:S:1:pos:R:3:forces:R:3:nbo_charge:R:1
C 1.413735 -4.995775 -0.135599 -1.3 -0.7 0.2 -0.404
C -0.048212 -4.820073 -0.108927 1.5 0.2 1.0 -0.383
C -0.366541 -4.319385 1.191479 0.7 -1.3 0.5 -0.398
C 0.860009 -4.274303 1.979124 -0.2 -0.8 -1.2 -0.405
C 1.969327 -4.685565 1.139260 -2.3 -0.3 0.2 -0.361
Y 1.074052 -2.487030 0.268211 0.1 0.6 -0.9 0.532
N 0.027519 -2.889832 -2.762882 1.3 -1.8 0.6 -0.622
C -0.551432 -3.198213 -4.044702 -0.3 -0.2 -0.1 -0.266
C -1.375682 -3.443705 -2.840410 0.5 0.1 0.3 -0.269
H -1.404132 -4.133534 1.513366 0.9 -0.1 0.0 0.237
H -0.791119 -5.130457 -0.861647 0.8 0.4 0.5 0.223
H 0.947785 -3.971771 3.006518 -0.1 0.1 0.1 0.240
H 3.004446 -4.759948 1.436628 -0.1 0.1 -0.1 0.244
H 1.919152 -5.472193 -0.962446 0.2 0.3 0.0 0.229
H -1.676955 -4.473169 -2.607966 0.6 0.4 0.0 0.192
H -0.077880 -4.098288 -4.418406 -0.4 0.1 -0.8 0.180
H 0.864285 -3.583194 -2.716939 -2.0 1.2 1.0 0.375
H -2.094408 -2.712010 -2.446889 0.4 -0.2 -0.5 0.220
H -0.713988 -2.374982 -4.700097 -0.2 0.4 -0.6 0.188
C 2.783270 0.033230 -0.634502 -0.1 0.6 -0.2 -1.091
Si 1.210247 1.011301 -1.077490 -0.3 -0.9 0.4 1.274
C 1.715750 2.780154 -1.372900 0.3 0.4 -0.3 -1.110
C 0.466727 0.265469 -2.631623 0.1 0.0 -0.4 -1.140
Si -0.371288 0.929975 0.643390 -0.5 0.3 0.3 -0.246
Te -1.421808 -1.275568 1.275942 0.0 1.0 -0.2 -0.599
Si 0.625332 1.921606 2.518940 0.1 -0.7 -0.5 1.273
C 1.100120 3.727344 2.250728 0.1 0.2 0.3 -1.103
C -0.526487 1.818103 3.994503 -0.1 0.1 0.4 -1.116
C 2.187149 0.909651 2.899799 -0.1 0.4 0.4 -1.106
Si -2.178179 2.280170 -0.042476 0.8 -0.5 0.1 1.293
C -1.713833 4.101447 -0.251533 -0.3 0.3 -0.1 -1.107
C -2.792351 1.613875 -1.698416 -0.3 0.2 0.0 -1.115
C -3.557227 2.157199 1.219988 -0.5 0.1 0.1 -1.119
H 3.467446 0.184970 -1.490473 -0.1 -0.3 0.3 0.241
H 2.689904 -1.074337 -0.502723 0.5 0.5 -0.4 0.160
H 3.266888 0.436091 0.269357 -0.2 -0.2 -0.3 0.244
H 2.423663 2.791612 -2.206707 0.1 0.0 -0.1 0.229
H 0.888798 3.432311 -1.649775 -0.1 -0.1 0.0 0.230
H 2.218209 3.243094 -0.524355 0.0 -0.1 0.1 0.234
H 0.315952 -0.831348 -2.587568 0.2 0.6 0.2 0.286
H -0.499703 0.713099 -2.900093 0.3 0.0 0.1 0.232
H 1.176549 0.461895 -3.452436 -0.2 -0.1 0.0 0.223
H 0.238881 4.357656 2.009387 0.1 -0.1 0.0 0.227
H 1.527038 4.095884 3.193701 0.0 0.1 -0.1 0.224
H 1.853734 3.865909 1.469327 -0.1 -0.1 0.1 0.229
H -0.975504 0.817836 4.090537 0.2 0.3 -0.1 0.257
H 0.060763 2.023569 4.906316 -0.3 0.0 -0.2 0.222
H -1.340090 2.557023 3.933916 0.2 -0.2 0.0 0.226
H 2.029580 -0.168997 2.749000 0.0 0.2 0.0 0.259
H 3.044813 1.232300 2.293870 -0.2 -0.1 0.2 0.226
H 2.427900 1.072874 3.962729 0.1 -0.1 -0.2 0.221
H -0.915611 4.266294 -0.991363 -0.3 -0.1 0.3 0.229
H -2.616644 4.628755 -0.611290 0.3 0.0 0.1 0.222
H -1.409795 4.571726 0.696507 -0.1 -0.2 -0.3 0.229
H -2.711090 0.522628 -1.756920 0.0 0.2 0.1 0.251
H -3.853123 1.883306 -1.792901 0.1 -0.1 -0.2 0.222
H -2.246712 2.051900 -2.542205 -0.1 0.0 0.1 0.227
H -3.751942 1.113265 1.509782 0.1 0.3 -0.1 0.259
H -3.340416 2.731452 2.134222 0.0 -0.2 -0.3 0.230
H -4.476874 2.568707 0.768132 0.2 -0.1 0.2 0.220
```
Forces are in eV/Å.

Its highest occupied orbital energy (alpha / beta) is -0.485 / -0.956 eV. The frontier orbital gap (alpha / beta) is 3.1 / 3.6 eV. Its charge is -1. Its LUMO energy (alpha / beta) is 0.09533 / 0.09615 hartree. The calculation puts the total energy at -58529.362 eV.


No. 2
3 unconnected molecules or ions with the total composition C16H38BF3N4O5P at a distorted geometry, computed with ωB97M-V/def2-TZVPD.

The geometry in XYZ format:
```
68
Properties=species:S:1:pos:R:3:forces:R:3:nbo_charge:R:1
C -0.235360 -0.845019 1.974507 0.3 -0.3 -0.2 -0.239
O 0.912108 -1.017772 1.168067 0.3 0.2 -0.2 -0.540
C 1.015492 0.012043 0.184019 -0.7 -1.0 -0.2 -0.060
C 0.673042 -0.561227 -1.198195 -0.2 0.1 0.2 -0.439
C -0.394479 0.219287 -1.976150 0.6 0.0 0.0 -0.394
C -0.245442 1.764886 -1.991958 -0.3 -1.7 0.9 -0.439
C -1.199863 2.586864 -1.043049 0.3 0.4 -1.5 -0.182
P -0.021986 3.626021 -0.039381 0.9 1.8 -0.7 1.316
N 0.813392 4.477665 -1.062423 -0.4 -0.3 0.1 -1.311
C -2.020867 3.511430 -1.996365 -0.1 2.0 3.0 -0.239
N -3.368431 2.872093 -2.048906 1.1 -0.4 -2.6 -0.556
C -3.281360 1.691265 -1.408787 0.9 1.6 1.0 0.747
N -3.925835 0.617709 -1.619371 -0.9 -1.3 -0.3 -0.568
C -3.780488 -0.595515 -0.793052 0.4 0.0 -0.2 -0.424
B -4.932163 0.535031 -2.764694 -0.4 0.2 0.7 1.222
O -6.057670 1.246998 -2.627272 0.1 1.1 0.0 -0.874
O -4.666925 -0.233792 -3.811168 1.1 -0.2 -0.6 -0.830
N -2.305942 1.855239 -0.403659 0.7 -1.5 -0.1 -0.543
C -2.852938 2.353153 0.801866 -0.6 -0.5 -0.1 1.093
F -3.001865 3.662889 0.823712 -0.1 1.2 -0.1 -0.308
F -4.062248 1.828066 0.947463 -0.8 -0.4 0.1 -0.308
F -2.141328 2.016130 1.833635 1.2 -0.3 1.0 -0.285
H -1.146395 -0.774984 1.371518 -0.1 0.2 -0.2 0.128
H -0.350504 -1.723689 2.589060 0.2 -0.2 0.3 0.207
H -0.099015 0.032020 2.593518 -0.2 0.2 0.3 0.187
H 2.006955 0.449170 0.199365 0.2 0.2 0.2 0.195
H 0.240328 0.731209 0.422566 0.1 0.6 0.2 0.141
H 1.551641 -0.728449 -1.801059 0.3 0.1 -0.2 0.236
H 0.277905 -1.549540 -1.003547 0.0 -0.4 0.0 0.229
H -1.362238 -0.121034 -1.626951 -0.3 0.2 0.1 0.173
H -0.316167 -0.110003 -3.006036 -0.1 -0.1 -0.3 0.221
H 0.790782 1.985283 -1.761780 0.2 0.2 0.0 0.252
H -0.375126 2.072370 -3.012611 -0.2 0.5 -0.3 0.225
H 0.828068 2.803014 0.716026 -0.7 -0.4 0.1 -0.022
H -0.724408 4.481935 0.829555 -0.2 -0.7 0.3 -0.019
H 0.667731 5.466507 -0.901287 0.1 0.1 -0.2 0.387
H -1.561397 3.838310 -2.912085 0.0 -0.7 -0.6 0.253
H -2.143934 4.441723 -1.438496 -0.3 0.3 -0.2 0.218
H -3.623788 2.848428 -3.033940 -0.8 0.0 0.2 0.403
H -4.598890 -0.692235 -0.095901 -0.3 0.0 0.0 0.245
H -2.850452 -0.584868 -0.249011 0.2 0.3 0.3 0.245
H -3.723265 -1.431586 -1.473590 -0.3 -0.4 -0.1 0.229
H -6.176671 1.873675 -3.356251 -0.7 -0.4 0.0 0.522
H -3.716014 -0.425809 -3.847288 -0.3 -0.5 -0.3 0.506
C 3.880194 -0.094664 5.655945 -0.1 -0.1 0.1 -0.630
C 3.194237 -0.277405 4.311495 0.2 0.5 0.2 0.094
C 3.844110 0.577824 3.235416 -0.1 -0.1 -0.2 -0.629
O 1.808256 0.057028 4.423592 -0.2 -0.2 -0.1 -0.728
H 3.807383 0.945076 5.986950 0.1 0.0 -0.1 0.198
H 3.399499 -0.709568 6.417032 0.0 0.0 0.0 0.222
H 4.934663 -0.367502 5.602546 0.0 0.0 0.0 0.216
H 3.236026 -1.326615 4.018294 -0.2 0.0 0.0 0.180
H 3.769972 1.639222 3.490637 0.1 0.0 0.1 0.195
H 3.335421 0.436478 2.280046 0.0 -0.1 0.0 0.209
H 4.897570 0.325629 3.110065 0.0 0.0 0.0 0.218
H 1.747777 0.983176 4.685310 0.1 -0.1 0.1 0.457
C 3.276668 -4.523342 -0.266321 0.0 0.2 0.1 -0.631
C 2.096072 -4.315326 -1.200935 0.5 -0.4 -0.2 0.095
C 1.746452 -5.593799 -1.947122 -0.2 0.0 -0.1 -0.630
O 2.394376 -3.273841 -2.135273 -0.2 0.2 0.0 -0.735
H 4.165788 -4.817557 -0.830404 -0.1 -0.1 0.0 0.201
H 3.517509 -3.597109 0.256760 -0.1 0.0 0.0 0.219
H 3.064795 -5.296180 0.473397 0.0 0.0 0.0 0.215
H 1.231549 -3.977514 -0.626503 0.0 0.2 -0.1 0.170
H 2.587545 -5.921304 -2.563576 0.1 0.0 0.1 0.203
H 0.901670 -5.428072 -2.617135 0.0 0.0 0.0 0.212
H 1.490480 -6.397887 -1.256242 0.0 0.0 0.0 0.216
H 3.157995 -3.551644 -2.654589 0.0 0.0 0.0 0.464
```
Forces are in eV/Å.

Its highest occupied orbital energy is -11.805 eV. The frontier orbital gap is 8.4 eV. Its charge is +1. Its LUMO energy is -0.12470 hartree. The calculation puts the total energy at -51518.421 eV.